{
  "formula": "C32H62O17S7",
  "method": "wB97M-V/def2-TZVPD",
  "symbols": ["C", "C", "C", "O", "C", "O", "O", "H", "H", "H", "H", "H", "H", "O", "S", "O", "C", "C", "C", "C", "H", "H", "H", "H", "H", "H", "H", "H", "O", "S", "O", "C", "C", "C", "C", "H", "H", "H", "H", "H", "H", "H", "H", "O", "S", "O", "C", "C", "C", "C", "H", "H", "H", "H", "H", "H", "H", "H", "O", "S", "O", "C", "C", "C", "C", "H", "H", "H", "H", "H", "H", "H", "H", "O", "S", "O", "C", "C", "C", "C", "H", "H", "H", "H", "H", "H", "H", "H", "O", "S", "O", "C", "C", "C", "C", "H", "H", "H", "H", "H", "H", "H", "H", "O", "S", "O", "C", "C", "C", "C", "H", "H", "H", "H", "H", "H", "H", "H"],
  "xyz": [[-1.29164, 1.49201, 0.39353], [-0.99788, 0.10547, -0.08037], [-0.02011, 0.01143, -1.26200], [0.76098, -1.14653, -0.96834], [0.78173, -1.28345, 0.36909], [1.57019, -1.94227, 0.97741], [-0.23880, -0.60972, 0.92342], [-2.15507, 1.37468, 1.06338], [-1.62716, 2.16495, -0.39885], [-0.48637, 1.98321, 0.93230], [-1.87021, -0.47651, -0.36468], [0.60049, 0.90749, -1.37327], [-0.50924, -0.11885, -2.22649], [1.05781, 5.39852, 0.14202], [1.17512, 4.66772, -1.08981], [1.25868, 3.23715, -1.03427], [-0.15589, 5.15141, -2.23481], [0.52730, 5.53201, -3.53292], [1.85748, 6.21563, -3.13308], [2.49504, 5.27188, -2.12290], [-0.62024, 6.01920, -1.76627], [-0.83883, 4.30487, -2.24077], [0.71853, 4.67945, -4.18150], [-0.06793, 6.27574, -4.06491], [1.62029, 7.17803, -2.67366], [2.50725, 6.37617, -3.98949], [3.33838, 5.66738, -1.55983], [2.87606, 4.38393, -2.63423], [5.62739, -2.09779, -0.51909], [5.52742, -2.63859, -1.84875], [6.26254, -2.02481, -2.91684], [5.79226, -4.40481, -1.71669], [4.77661, -5.04600, -2.61612], [3.45568, -4.29917, -2.38900], [3.80090, -2.80591, -2.31364], [5.55780, -4.60179, -0.66538], [6.82783, -4.73241, -1.79424], [5.04521, -4.99760, -3.67768], [4.67863, -6.12278, -2.46264], [2.97329, -4.66290, -1.48031], [2.75217, -4.45952, -3.20411], [3.19938, -2.20655, -1.63374], [3.69823, -2.38146, -3.31296], [-3.05474, -1.02181, -2.51922], [-4.37160, -1.14521, -1.94658], [-5.55790, -1.04869, -2.75058], [-4.53496, -2.57086, -0.89607], [-5.11487, -2.11417, 0.41113], [-4.61236, -0.70451, 0.68027], [-4.64000, 0.08269, -0.62493], [-3.53148, -2.97934, -0.73161], [-5.06414, -3.33862, -1.45670], [-6.21197, -2.10638, 0.36533], [-4.92293, -2.77897, 1.25388], [-3.52870, -0.81096, 0.85589], [-4.98132, -0.22067, 1.58016], [-3.87385, 0.85117, -0.70557], [-5.62721, 0.49064, -0.83754], [-5.46482, 3.28910, 3.96497], [-4.20262, 3.01915, 3.33436], [-3.73468, 1.65203, 3.31421], [-4.16186, 3.71711, 1.67395], [-3.20665, 4.89576, 1.74346], [-2.14589, 4.57568, 2.80098], [-2.93282, 4.08145, 3.99169], [-5.17092, 3.94157, 1.33779], [-3.76020, 2.96730, 0.99070], [-2.70927, 5.12368, 0.79708], [-3.72070, 5.83469, 1.96749], [-1.53004, 5.43437, 3.07089], [-1.40513, 3.86069, 2.43228], [-3.46854, 4.94736, 4.39699], [-2.45394, 3.64443, 4.86471], [3.74636, -4.26647, 4.83620], [3.50241, -2.90544, 5.24445], [2.62944, -2.60394, 6.35647], [5.03266, -1.99288, 5.50286], [4.71770, -0.61611, 4.96788], [3.97395, -0.81414, 3.61998], [2.97755, -1.99320, 3.79763], [5.75865, -2.59008, 4.95177], [5.24907, -1.96822, 6.56869], [4.07781, -0.03467, 5.63056], [5.62969, -0.04448, 4.79263], [4.72419, -1.02124, 2.85931], [3.44611, 0.10559, 3.37828], [3.05425, -2.54869, 2.86811], [1.97032, -1.59504, 3.88838], [1.16272, 2.36938, -6.42121], [0.59079, 1.89120, -5.19244], [1.21260, 2.25734, -3.94075], [-1.17373, 2.26762, -5.09801], [-1.95122, 0.94970, -5.25255], [-0.96181, -0.15434, -5.75260], [0.39009, 0.09920, -5.14783], [-1.38668, 2.91262, -5.94777], [-1.23797, 2.77637, -4.14058], [-2.42166, 0.64963, -4.31884], [-2.65812, 1.04759, -6.07049], [-0.85530, 0.05271, -6.82544], [-1.42441, -1.12646, -5.61842], [1.28086, -0.41986, -5.48287], [0.28792, -0.01399, -4.06286], [-1.72317, -3.56977, 0.60796], [-1.78749, -4.00324, 1.98610], [-2.87330, -4.84236, 2.42584], [-0.24038, -4.73432, 2.45584], [-0.12967, -4.51217, 3.96086], [-0.93220, -3.23705, 4.35001], [-1.56605, -2.62249, 3.09376], [0.51607, -4.16754, 1.90146], [-0.16239, -5.75301, 2.08142], [-0.56221, -5.41795, 4.39203], [0.90343, -4.50015, 4.30288], [-0.25807, -2.50683, 4.78955], [-1.69446, -3.56963, 5.04919], [-0.84921, -1.96574, 2.61204], [-2.53028, -2.17504, 3.32358]],
  "forces_ev_per_angstrom": [[-1.39, 0.07, 0.62], [1.58, -0.32, -1.22], [-0.33, 0.72, -0.59], [0.40, 0.24, 0.10], [-0.33, -0.29, -0.28], [-0.11, -0.06, 0.05], [-0.14, 0.23, 0.42], [0.23, 0.36, 0.24], [0.18, -0.20, -0.26], [0.26, -0.24, -0.13], [-0.20, -0.03, 0.42], [0.23, -0.18, 0.34], [-0.26, -0.32, 0.24], [-0.07, 0.35, 0.23], [-0.10, 0.13, -0.58], [-0.09, -0.55, 0.22], [0.29, -0.09, 0.71], [0.20, 0.70, -0.28], [-0.43, -0.36, 0.26], [0.82, -0.17, -0.41], [-0.12, -0.04, -0.03], [-0.08, 0.05, -0.23], [-0.02, -0.04, 0.11], [-0.16, -0.25, -0.15], [0.17, 0.04, -0.01], [0.00, 0.03, -0.01], [-0.30, 0.20, 0.30], [-0.19, -0.04, -0.03], [0.07, 0.27, 0.15], [-0.30, -0.32, 0.49], [0.19, -0.09, -0.32], [0.43, -0.38, 0.81], [-0.35, -0.63, -0.94], [0.02, 0.02, 0.21], [-0.40, 0.21, -0.48], [-0.28, 0.03, -0.07], [0.06, 0.37, -0.57], [0.23, 0.40, 0.11], [-0.05, 0.09, 0.41], [0.08, 0.18, 0.10], [0.01, -0.10, 0.00], [0.01, -0.15, 0.15], [0.21, 0.15, 0.05], [0.23, -0.04, -0.22], [-1.06, 0.71, 1.37], [-0.02, -0.18, -0.91], [1.36, -1.07, -0.29], [-1.77, 0.22, 0.57], [2.03, -0.20, -0.20], [-0.40, -0.01, -0.02], [0.04, 0.22, -0.01], [-0.36, 0.17, 0.09], [0.05, 0.11, -0.23], [0.47, -0.12, -0.21], [-0.14, -0.11, 0.42], [-0.44, 0.15, -0.23], [-0.03, 0.05, 0.06], [0.06, 0.11, -0.11], [-0.14, 0.18, -0.02], [-0.04, -0.43, 0.18], [0.13, 0.08, -0.28], [0.12, -0.20, -0.59], [0.52, 0.85, -0.37], [0.68, -0.03, 0.05], [-0.45, 0.79, 0.70], [-0.07, 0.14, 0.25], [0.00, -0.19, 0.25], [-0.14, -0.39, -0.13], [-0.13, -0.19, 0.38], [-0.27, 0.19, -0.03], [-0.32, -0.29, -0.04], [-0.18, -0.10, -0.08], [0.31, -0.43, -0.38], [0.07, -0.11, 0.39], [-0.24, 0.29, -0.26], [-0.10, -0.19, -0.18], [-0.48, -0.38, 0.36], [0.10, 0.28, -1.02], [0.15, 0.10, 1.03], [0.58, 1.22, -1.02], [0.32, 0.43, -0.07], [0.04, -0.33, 0.00], [0.09, -0.23, 0.33], [0.00, 0.03, 0.13], [-0.22, -0.12, -0.21], [0.03, -0.05, -0.28], [-0.30, -0.67, 0.36], [-0.10, -0.30, 0.35], [-0.11, 0.01, -0.25], [0.11, -0.75, 0.30], [0.10, 0.36, 0.02], [0.35, -0.19, -0.48], [0.83, -0.34, -0.07], [-0.35, 1.01, -1.17], [-0.44, 0.33, 1.40], [0.07, 0.32, 0.23], [-0.47, 0.07, -0.04], [-0.15, -0.01, -0.09], [-0.51, 0.12, 0.41], [-0.11, -0.48, -0.05], [0.37, -0.20, 0.15], [-0.07, 0.01, -0.35], [0.36, -0.34, -0.10], [-0.33, 0.10, -0.18], [0.72, 0.08, 0.12], [-0.22, 0.11, 0.00], [0.86, 0.44, -0.58], [-0.22, -0.92, -0.25], [0.21, -0.59, -0.22], [-0.03, -0.57, 0.54], [-0.12, 0.14, 0.05], [-0.28, -0.13, 0.28], [-0.13, 0.30, 0.42], [0.06, 0.20, -0.16], [-0.19, 0.01, 0.32], [-0.03, 0.45, 0.19], [-0.31, 0.26, -0.16], [0.05, 0.28, -0.30]],
  "homo_ev": -10.228,
  "homo_lumo_gap_ev": 10.27,
  "e_lumo_ev": 0.04,
  "smiles": "C[C@H]1COC(=O)O1.O=S1(=O)CCCC1.O=S1(=O)CCCC1.O=S1(=O)CCCC1.O=S1(=O)CCCC1.O=S1(=O)CCCC1.O=S1(=O)CCCC1.O=S1(=O)CCCC1",
  "energy_ha": -5322.83052
}


{
  "formula": "C32H63Br2IN2O6",
  "method": "wB97M-V/def2-TZVPD",
  "symbols": ["C", "C", "C", "C", "C", "C", "C", "Br", "C", "C", "Br", "C", "C", "C", "N", "C", "C", "C", "C", "C", "O", "C", "O", "C", "C", "C", "C", "I", "N", "C", "C", "H", "H", "H", "H", "H", "H", "H", "H", "H", "H", "H", "H", "H", "H", "H", "H", "H", "H", "H", "H", "H", "H", "H", "H", "H", "H", "H", "H", "H", "H", "H", "H", "H", "H", "H", "H", "H", "H", "H", "H", "H", "H", "H", "C", "O", "C", "C", "O", "C", "H", "H", "H", "H", "H", "H", "H", "H", "H", "H", "C", "O", "C", "C", "O", "C", "H", "H", "H", "H", "H", "H", "H", "H", "H", "H"],
  "xyz": [[4.04207, -1.45900, -2.64229], [2.78213, -1.77825, -3.46815], [1.57068, -2.21094, -2.62269], [0.67465, -1.01193, -2.23966], [-0.31663, -0.73093, -3.38671], [0.09055, -1.03785, -0.77608], [1.31301, -1.18917, 0.15522], [2.40825, 0.38160, 0.20595], [1.90720, -2.16104, 0.84262], [3.14610, -1.99660, 1.68769], [1.37189, -3.98930, 0.84161], [-0.69338, 0.35002, -0.44983], [-0.74830, 0.68539, 1.06419], [-2.06592, 1.29899, 1.58349], [-1.82045, 2.57477, 2.27295], [-0.28643, 1.62047, -1.22730], [-1.43096, 2.59904, -1.50964], [-0.92579, 3.90003, -2.15131], [-0.02386, 4.71413, -1.21967], [-0.25899, 3.66009, -3.51071], [-2.04921, 0.04227, -0.90086], [-2.25822, -1.25501, -1.07827], [-3.26301, -1.66835, -1.56360], [-1.08498, -2.07951, -0.56614], [-1.03062, -3.36182, -1.42913], [-1.95185, -4.48965, -0.96769], [-1.74473, -5.71258, -1.85159], [-3.24595, -7.18388, -1.55359], [-1.33206, -2.31280, 0.86174], [-2.71488, -2.29520, 1.35414], [-2.73524, -2.72364, 2.81672], [3.99416, -1.92543, -1.65366], [4.94640, -1.83196, -3.12728], [4.17272, -0.38652, -2.48915], [2.50712, -0.88463, -4.03834], [3.01145, -2.55963, -4.19499], [1.94308, -2.71747, -1.73106], [0.98147, -2.92680, -3.19797], [1.35636, -0.15856, -2.21174], [-1.14118, -0.07743, -3.11177], [0.21363, -0.23450, -4.20494], [-0.73313, -1.65245, -3.79679], [2.99770, -1.21603, 2.43680], [3.39645, -2.92892, 2.18581], [3.99812, -1.70484, 1.06728], [0.02499, 1.42375, 1.27315], [-0.50195, -0.20102, 1.64969], [-2.76240, 1.48966, 0.77055], [-2.54627, 0.57830, 2.25298], [-2.62170, 3.18724, 2.20698], [-1.61206, 2.43857, 3.25291], [0.45963, 2.14996, -0.63906], [0.18855, 1.38869, -2.17628], [-2.15722, 2.14045, -2.18614], [-1.94418, 2.85854, -0.57997], [-1.82018, 4.51048, -2.32676], [-0.49954, 4.79079, -0.23565], [0.06368, 5.73885, -1.59225], [0.97397, 4.28588, -1.10704], [0.80519, 3.42867, -3.40125], [-0.32630, 4.55148, -4.13840], [-0.73541, 2.83746, -4.05171], [-0.01955, -3.75154, -1.47493], [-1.31129, -3.09866, -2.45096], [-1.72720, -4.78075, 0.06365], [-2.99577, -4.17687, -1.00437], [-0.78987, -6.19747, -1.65054], [-1.77798, -5.45757, -2.91012], [-0.92217, -3.19257, 1.14039], [-3.11400, -1.28580, 1.25144], [-3.36062, -2.95655, 0.76428], [-2.78417, -3.81097, 2.90934], [-1.82497, -2.39223, 3.32419], [-3.59305, -2.29906, 3.33990], [2.37688, 7.87303, -0.64099], [1.19566, 8.22706, -1.33418], [0.35462, 9.11126, -0.61417], [0.49962, 10.54389, -1.07748], [1.79149, 11.06328, -0.81958], [2.64784, 11.05602, -1.94552], [3.04136, 7.38933, -1.35510], [2.87736, 8.74994, -0.22369], [2.15708, 7.16733, 0.16813], [0.56205, 9.04633, 0.45911], [-0.67937, 8.79210, -0.77811], [-0.22059, 11.16343, -0.53486], [0.26686, 10.61108, -2.14568], [2.35972, 11.83170, -2.66356], [2.64321, 10.08657, -2.44946], [3.65354, 11.26768, -1.58650], [0.67100, -5.06703, 4.58594], [-0.71959, -5.33787, 4.55866], [-1.09510, -6.27867, 3.56853], [-1.29407, -7.66666, 4.13584], [-0.09155, -8.21368, 4.64601], [0.03185, -8.11572, 6.05182], [0.87026, -4.48002, 5.48088], [1.26184, -5.98590, 4.61962], [0.95556, -4.49263, 3.69943], [-0.34368, -6.31262, 2.77086], [-2.03935, -5.94041, 3.12969], [-1.64577, -8.32578, 3.33671], [-2.06308, -7.63903, 4.91526], [-0.63317, -8.82602, 6.55516], [-0.19220, -7.10693, 6.40693], [1.06203, -8.36284, 6.30268]],
  "forces_ev_per_angstrom": [[-0.02, -0.01, 0.04], [0.04, 0.10, 0.11], [0.07, 0.18, -0.15], [0.06, 0.07, 0.10], [0.04, 0.01, 0.01], [0.25, 0.06, 0.15], [-0.34, -0.02, -0.25], [0.03, 0.50, -0.10], [0.11, -0.17, 0.22], [0.12, -0.09, -0.03], [-0.10, -0.13, -0.14], [-0.15, -0.17, 0.11], [0.11, -0.02, 0.15], [0.05, 0.04, 0.18], [0.06, 0.04, -0.21], [0.06, 0.12, -0.06], [0.20, 0.05, -0.03], [-0.02, 0.00, -0.05], [-0.51, 0.25, 0.04], [0.03, 0.07, 0.00], [0.31, 0.27, 0.09], [0.25, 0.13, 0.25], [-0.68, -0.37, -0.37], [0.13, 0.06, -0.17], [0.06, -0.10, -0.01], [-0.05, -0.13, 0.02], [0.26, 0.28, -0.11], [-0.08, -0.15, 0.07], [-0.06, 0.03, 0.21], [-0.03, -0.13, -0.10], [0.12, 0.00, -0.03], [0.01, 0.00, -0.05], [-0.05, 0.07, -0.03], [-0.03, -0.05, 0.05], [0.01, -0.16, -0.15], [-0.01, 0.01, 0.03], [-0.05, -0.11, -0.08], [0.02, -0.03, 0.09], [-0.03, -0.02, 0.02], [-0.01, 0.00, 0.00], [0.00, -0.08, 0.04], [-0.05, 0.04, 0.07], [0.03, -0.05, -0.05], [-0.04, 0.03, 0.04], [-0.06, -0.01, 0.06], [-0.01, -0.04, -0.05], [-0.09, -0.01, -0.11], [0.02, -0.09, 0.00], [-0.09, 0.00, -0.08], [-0.05, -0.06, 0.10], [0.01, 0.01, -0.01], [0.01, -0.10, 0.01], [-0.01, -0.05, -0.03], [-0.02, 0.00, 0.12], [-0.02, -0.04, -0.08], [0.03, -0.07, -0.01], [0.19, -0.09, 0.03], [0.24, -0.09, -0.04], [-0.03, 0.01, -0.01], [-0.08, -0.08, 0.01], [0.04, -0.02, 0.04], [0.01, 0.04, 0.00], [0.06, 0.01, 0.06], [0.01, -0.01, 0.06], [-0.08, 0.04, -0.02], [0.07, 0.03, -0.04], [-0.07, 0.00, 0.00], [-0.09, -0.02, 0.05], [0.10, 0.05, -0.04], [0.01, 0.03, -0.02], [-0.11, 0.13, 0.09], [0.03, 0.07, 0.03], [-0.09, 0.05, -0.01], [0.00, -0.08, -0.04], [0.00, -0.04, 0.02], [0.02, 0.07, -0.06], [-0.04, -0.10, 0.02], [0.00, 0.08, -0.03], [0.03, -0.05, 0.04], [0.00, 0.00, 0.00], [-0.02, -0.02, -0.01], [0.01, 0.00, 0.00], [0.00, 0.02, 0.02], [0.00, 0.00, 0.01], [0.00, 0.00, 0.01], [-0.01, 0.00, -0.01], [0.00, 0.00, 0.00], [-0.02, -0.01, -0.01], [0.01, 0.00, 0.00], [0.00, 0.02, 0.00], [-0.09, -0.01, -0.06], [-0.02, -0.07, 0.08], [0.02, 0.09, -0.04], [-0.03, -0.09, 0.03], [0.04, 0.05, -0.02], [0.00, 0.00, 0.00], [-0.02, 0.03, -0.02], [0.00, 0.00, 0.01], [0.10, 0.02, 0.05], [0.00, 0.00, -0.01], [0.00, -0.03, -0.01], [-0.01, 0.01, 0.00], [0.00, 0.00, 0.00], [-0.02, 0.02, 0.00], [0.01, 0.00, 0.01], [-0.01, -0.02, 0.00]],
  "homo_ev": -8.909,
  "homo_lumo_gap_ev": 9.21,
  "e_lumo_ev": 0.30,
  "smiles": "CCC[C@@H](C)[C@@]1(/C(Br)=C(/C)Br)[C@@](CCN)(CCC(C)C)OC(=O)[C@]1(CCCI)NCC.COCCOC.COCCOC",
  "energy_ha": -7263.65586
}